# 1
2 unconnected molecules or ions with the total composition C4H12O in a non-equilibrium geometry. Source: the OMol25 dataset; level of theory: ωB97M-V with the def2-TZVPD basis set.

Its SMILES is CCO.CC. For the electronic energy, the calculation gives -6388.301 eV. The HOMO-LUMO gap comes out at 11.0 eV. The value obtained for the highest occupied orbital energy is -0.36836 Eh. Its spin multiplicity is 1. The total charge is 0. The value obtained for the energy above the lowest of the compared OMol25 structures with the same formula, charge and spin is 42.0 kcal/mol. Its maximum force is 2.76 eV Å⁻¹.

```
17
Properties=species:S:1:pos:R:3:forces:R:3
C -0.24016 1.27285 -0.73372 -0.2648 2.0244 -1.8640
C 0.21319 2.75315 -0.83923 -1.0204 0.7855 0.6142
O -1.16613 0.92669 -1.75220 -0.0593 -0.5682 -0.6524
H 0.63242 0.69818 -1.05683 -0.1881 -0.5617 1.3859
H -0.72874 1.26604 0.23974 0.5801 -1.2825 0.2011
H -0.47510 3.42941 -1.37752 -0.2528 -0.6617 0.1755
H -2.07761 1.14256 -1.56262 -0.0482 0.2841 0.4056
H 1.14937 2.96341 -1.33272 0.5721 -0.3559 0.1956
H 0.17872 3.10648 0.20579 0.6808 0.3351 -0.4621
C 0.43268 -2.31481 0.82026 0.0820 1.6678 0.6189
C 0.70389 -2.59640 2.33645 1.3373 -0.1356 -1.2720
H 1.11110 -1.45674 0.66892 -0.9961 0.0991 -0.8337
H 0.74098 -3.04951 0.07399 0.1548 -0.4599 0.6522
H -0.62978 -2.14774 0.61793 0.3150 0.6157 -0.0682
H -0.12949 -2.50692 3.03012 -0.2780 -1.1706 -0.3519
H 1.41411 -1.89024 2.80426 -0.0745 -0.0578 -0.7188
H 1.28857 -3.49888 2.11762 -0.5400 -0.5578 1.9741
```
Positions in Å, forces in eV/Å.

# 2
2 unconnected molecules or ions with the total composition C4H12O in a non-equilibrium geometry. Source: the OMol25 dataset; level of theory: ωB97M-V with the def2-TZVPD basis set.

Its SMILES is CCO.CC. For the electronic energy, the calculation gives -6389.118 eV. The HOMO-LUMO gap comes out at 11.4 eV. The value obtained for the highest occupied orbital energy is -0.38199 Eh. Its spin multiplicity is 1. The total charge is 0. The value obtained for the energy above the lowest of the compared OMol25 structures with the same formula, charge and spin is 23.1 kcal/mol. Its maximum force is 3.76 eV Å⁻¹.

```
17
Properties=species:S:1:pos:R:3:forces:R:3
C 1.45405 1.78170 1.52047 -1.9773 1.1120 -2.9979
C 0.66749 0.45187 1.28582 0.8399 1.5457 1.8624
O 2.83774 1.65629 1.27960 -0.1265 -0.2936 -0.0862
H 1.02701 2.55560 0.71388 1.0938 -1.4228 1.7771
H 1.28369 2.21309 2.47246 -0.2686 0.3294 1.1535
H 0.57060 0.36585 0.23515 0.3975 -1.0650 -0.8850
H 3.09921 0.84015 1.71568 0.3056 -0.0286 -0.0138
H -0.34060 0.44844 1.68871 -0.1772 0.4509 0.1647
H 1.20755 -0.27300 1.90900 -0.0806 -0.5898 -0.9223
C -2.18856 -1.24810 -1.24416 1.0804 1.0671 0.7765
C -0.82781 -1.24857 -1.93798 0.2082 -1.3378 -1.8054
H -2.03520 -1.59589 -0.20608 -0.3170 0.2556 -0.3554
H -2.50194 -0.18985 -1.24112 -0.4723 -0.5843 0.3078
H -2.92859 -1.89348 -1.69819 -0.0715 0.0716 -0.3162
H 0.03130 -0.95192 -1.36345 0.0153 0.2384 0.7081
H -0.59161 -2.28512 -2.27167 -0.0317 0.5816 0.1285
H -0.76434 -0.62707 -2.85814 -0.4178 -0.3303 0.5034
```
Positions in Å, forces in eV/Å.

# 3
2 unconnected molecules or ions with the total composition C4H12O in a non-equilibrium geometry. Source: the OMol25 dataset; level of theory: ωB97M-V with the def2-TZVPD basis set.

Its SMILES is CCO.CC. For the electronic energy, the calculation gives -6387.657 eV. The HOMO-LUMO gap comes out at 11.5 eV. The value obtained for the highest occupied orbital energy is -0.38846 Eh. Its spin multiplicity is 1. The total charge is 0. The value obtained for the energy above the lowest of the compared OMol25 structures with the same formula, charge and spin is 56.8 kcal/mol. Its maximum force is 8.65 eV Å⁻¹.

```
17
Properties=species:S:1:pos:R:3:forces:R:3
C 1.08407 0.70304 1.14332 -2.6364 6.8298 -1.2713
C 1.65091 0.64042 2.50303 0.1658 1.8845 0.5537
H -0.06174 1.04919 1.23532 2.2293 -1.6335 -0.6076
H 1.45657 1.83111 0.72922 -0.7829 -3.0419 0.4913
H 1.28770 0.01704 0.36473 0.1732 -0.9862 -0.3342
H 0.95981 1.17812 3.19293 0.6690 -0.6202 -0.2443
H 2.61136 1.16973 2.52748 -0.0831 -0.3775 0.2592
H 1.78075 -0.34860 2.76602 0.3261 -2.0567 1.2166
C -1.40916 -0.07459 -1.33755 0.7705 -0.3893 -1.4502
C -1.41939 -1.49974 -1.74921 1.9852 -0.9416 -2.8618
O -0.37838 0.69430 -1.97661 -7.5384 2.8527 -1.9562
H -2.30898 0.34796 -1.61740 -1.8725 1.1057 -0.8307
H -1.41769 -0.01230 -0.29139 0.5959 0.2476 1.7052
H -2.14651 -2.13577 -1.44089 -2.9020 -1.1475 1.8368
H 0.33941 0.33508 -1.69646 7.6040 -3.2492 2.5377
H -0.56919 -2.10318 -1.52830 1.3976 0.0991 0.9228
H -1.45955 -1.79182 -2.82425 -0.1013 1.4241 0.0332
```
Positions in Å, forces in eV/Å.

# 4
2 unconnected molecules or ions with the total composition C4H12O2 in a non-equilibrium geometry. Source: the OMol25 dataset; level of theory: ωB97M-V with the def2-TZVPD basis set.

Its SMILES is CCO.CCO. For the electronic energy, the calculation gives -8436.609 eV. The HOMO-LUMO gap comes out at 11.0 eV. The value obtained for the highest occupied orbital energy is -0.37138 Eh. Its spin multiplicity is 1. The total charge is 0. The value obtained for the energy above the lowest of the compared OMol25 structures with the same formula, charge and spin is 20.9 kcal/mol. Its maximum force is 1.85 eV Å⁻¹.

```
18
Properties=species:S:1:pos:R:3:forces:R:3
O -0.83344 3.20010 1.53455 -0.7336 -1.2376 -0.5121
C 0.92008 4.44006 2.69524 -0.8233 0.2580 -0.4326
C -0.58483 4.35259 2.28389 0.2139 0.6766 0.4625
H -1.79824 3.16084 1.36715 0.9535 -0.0703 0.0906
H 1.27613 3.51969 3.18794 -0.3640 0.3156 -0.2219
H 1.03718 5.28277 3.39720 0.0283 -0.3147 -0.2800
H 1.54859 4.63043 1.80905 -0.2413 -0.1136 0.3555
H -1.23076 4.34422 3.18286 0.3772 0.1554 -0.1195
H -0.92672 5.17899 1.63149 0.5933 0.3328 0.6575
O 1.52710 -2.06320 3.31431 -0.2686 1.2731 -0.3451
C 3.43172 -3.35514 3.87638 -0.7597 -0.7733 -0.8180
C 2.20400 -3.21156 2.87518 1.3137 -0.3046 1.2718
H 2.15656 -1.31255 3.34086 -0.5757 -0.7014 -0.0859
H 4.09174 -2.47287 3.82555 -0.2950 -0.2842 -0.1210
H 4.03286 -4.25658 3.66987 -0.1443 0.3397 0.0720
H 3.02370 -3.43087 4.89833 0.1853 0.0517 -0.4307
H 2.51596 -3.16371 1.81412 -0.0113 0.1002 0.4256
H 1.47554 -4.03913 2.97482 0.5517 0.2966 0.0314
```
Positions in Å, forces in eV/Å.

- Among the records above, which one has the lowest highest occupied orbital energy?
  number 3